Formula: C34H46CaN3O7P2S
Source: the OMol25 dataset
Level of theory: ωB97M-V/def2-TZVPD

Calculated values
frontier orbital gap = 0.2518 Ha
LUMO = 2.315 eV
calculated total energy = -3773.19081 Ha
total charge = -1
energy relative to the best compared isomer or geometry (same formula, charge and spin) = 0.0 kJ/mol

Element x y z (Å)
H -2.31130 -1.00382 5.34464
O 0.18939 -4.37970 -1.26382
N -2.67063 -1.42594 -0.99041
C 0.39587 0.89254 4.66558
H -1.82590 -0.15822 -3.88442
O -0.36742 -3.18281 0.96179
H 0.76664 -2.33839 2.10349
O 1.98185 -1.62427 -0.42244
H 1.64066 -2.73070 -3.87927
C -3.57241 3.32755 -1.84465
H 2.88438 0.45016 2.60746
C 2.93046 2.98287 -0.70273
H 1.29610 5.12864 -1.16911
C 1.93791 0.05165 -4.58976
H 1.16122 3.62185 3.79425
N -0.21966 0.78674 -1.65697
C 0.93220 -0.09423 -3.64016
P 0.29844 -4.32197 0.21720
H 3.32743 2.94728 -3.56465
C 2.78293 1.14959 -4.58835
C -0.85578 0.45887 2.66579
H 0.77585 -2.44412 -5.39990
H -4.45664 3.94618 -1.90863
H -3.82004 2.88946 0.21752
H 2.87115 3.64900 0.16126
C -3.02714 -0.88465 2.74099
H 0.03036 -3.41034 -4.12311
N -0.98533 0.59265 1.25447
H 1.07953 1.67765 1.44256
H -2.98419 3.60129 -3.90463
C 1.61951 3.00799 -1.49299
O 3.91491 -2.15147 1.19261
H 2.07077 4.75282 -2.71268
Ca -0.38296 -1.17673 -0.31820
H -0.46503 -6.31758 0.22648
C 0.25301 1.04422 3.29163
H 0.82152 2.71500 -0.81083
C 0.01245 -1.30158 -3.70145
H -4.08651 -2.74563 2.52889
H 2.06594 -0.70966 -5.34870
H -0.26053 -1.59749 -2.68796
C 1.66199 1.99009 -2.61986
H 3.14661 1.97354 -0.34668
H -0.02496 3.63933 2.48588
C -3.21556 2.72574 -0.66833
H 3.62206 -4.75569 2.01895
H 0.34150 4.44737 -2.49432
H 2.26095 -4.50576 -1.29165
H -4.43427 -0.11497 4.20646
C 0.76498 0.90321 -2.65879
H -5.14613 -0.46899 2.61218
H 3.77225 3.31082 -1.31813
C -3.22372 -2.36306 3.07692
C 2.69712 1.50198 2.82294
C 0.65917 -2.54133 -4.31761
C 2.56600 -4.94530 1.82419
H -2.91902 -0.81554 1.65879
O 1.66868 -1.93518 2.12162
H 1.98968 -4.66750 2.70677
H -4.15999 0.97348 2.84053
O 2.86740 -4.58218 -0.53315
C -1.79192 -0.29268 3.39457
C 1.31246 4.41812 -1.99949
C -3.81928 -1.28571 -0.80732
H -3.40897 -2.51537 4.14357
C -0.51680 0.15498 5.40172
H -2.38495 2.03907 1.55452
H -0.39049 0.04429 6.47183
H -2.35284 -2.95031 2.78448
C -1.59563 -0.43306 4.76493
H 4.47588 -2.07312 0.40955
C -1.63378 2.32870 -2.88600
C -2.74415 3.12473 -2.96056
S -5.41404 -1.09702 -0.54596
C 2.64534 2.10406 -3.59457
O -0.13683 -5.71107 0.90200
H -1.01666 2.19077 -3.76490
H 1.23475 1.35916 5.16798
C -1.30570 -0.96396 -4.40076
C -4.26906 -0.07495 3.12565
C 1.00042 3.36713 2.74339
H 2.93045 1.67340 3.87583
C -1.80973 1.47628 0.80899
C -2.08948 1.88429 -0.54316
P 2.39352 -2.37743 0.79030
H 2.42391 -6.00828 1.63784
H 1.67710 3.97535 2.13982
C -1.27212 1.62004 -1.69748
H 3.38366 2.10774 2.22783
H -1.96541 -1.83328 -4.41226
H 3.55428 1.24711 -5.34240
C 1.24871 1.87602 2.50312
C 2.10697 -4.16562 0.60145
H -1.11337 -0.65412 -5.43200

Forces on atoms 1 to 3 (eV/Å):
H 0.0 0.0 0.0
O 0.0 0.0 0.0
N 0.3 0.0 0.1



Formula: C34H46N10O8S
Source: the OMol25 dataset
Level of theory: ωB97M-V/def2-TZVPD

Calculated values
frontier orbital gap = 0.2642 Ha
LUMO = 4.342 eV
calculated total energy = -2870.14942 Ha
total charge = -2
energy relative to the best compared isomer or geometry (same formula, charge and spin) = 190.6 kJ/mol

Element x y z (Å)
H -5.19486 -5.26710 -0.28006
C 0.65514 1.88790 4.90994
C 2.49614 0.71290 -4.15606
S -0.03686 0.55590 0.29594
H 2.70614 2.70490 0.17994
C -3.30886 5.48090 -0.18906
H -0.78786 4.53890 -2.39706
N 3.25514 -1.89010 -0.58406
H 2.65014 -0.13010 -4.49006
H 1.55914 4.11790 0.27794
C -4.00186 -3.30010 0.03494
C 2.91914 2.51790 5.41894
H 3.70214 -2.63710 -2.71806
C -1.57886 4.74390 -1.58906
O -2.11486 -0.08510 -5.22306
N 1.50314 1.71290 3.78294
H 2.39814 1.56490 -6.32106
H -2.03986 0.21890 -2.37706
C -5.58186 1.86790 1.57694
O 0.69814 0.27590 1.54094
C 1.50314 -3.84910 2.50794
O -0.16486 1.91290 -0.04506
C -5.47786 2.49690 0.30094
C 1.98414 -2.39110 4.29294
N -2.52986 0.56090 -4.27506
N -2.75086 -3.08210 0.63394
H -6.12286 3.30190 -0.21106
H -0.90286 3.12790 -0.13606
C 1.58714 2.33190 6.04494
C 1.59814 2.86490 -4.55006
H -1.59486 1.93690 -3.07106
H 1.79114 -5.80310 3.54594
H 2.24514 -4.27810 5.75994
H -1.50986 -6.20510 -2.76806
C 0.59014 -3.45410 -3.43306
C -0.58286 -4.29510 -1.59006
C 5.38514 -2.74410 -1.01706
H -3.30386 -6.12410 1.69694
C -2.55086 4.38790 0.50394
H 2.04414 -1.45910 4.85394
H -1.44186 -4.29910 2.07694
O 3.71414 5.56490 0.33794
H -0.64186 0.19490 -3.36506
H 2.61814 4.18590 -1.04006
O -3.64686 0.84590 -4.09406
C -2.37786 -4.19510 1.51894
H -2.81186 0.35590 0.50494
H 3.54914 -0.97910 1.12294
C -4.46886 0.90690 1.83694
H -0.86286 -4.36310 -0.65006
H 1.26014 -1.73610 2.27694
H 1.39314 2.42890 7.11194
C 5.27814 -2.32610 0.41694
H 0.19214 -5.12810 -4.73906
O 0.75014 -0.08510 -0.71206
H -2.80286 3.93890 1.45794
H 2.37014 -1.33810 -0.56106
H -3.35786 2.31790 -0.86506
N 0.11414 -3.25010 -2.07106
H 1.29114 -2.83410 -3.78906
H 3.69514 2.81590 6.04794
C 1.35914 2.47990 -3.11606
C 4.07714 -2.48910 -1.51006
C -4.40486 -4.66310 0.23994
H 1.27014 -3.90410 1.38794
C 1.63614 -4.75610 3.66794
H 0.84014 2.92990 -2.32706
N -1.60786 3.98390 -0.40206
H -2.12986 -2.05710 0.37494
O -1.31886 -0.02110 0.40194
H 1.83314 0.59790 -2.15506
C 2.08714 -3.88210 4.86594
H -4.40386 -2.53910 -0.55706
H 6.25714 -3.09710 -1.44606
C 2.36814 1.71890 -5.14906
H 5.92514 -2.57610 1.32294
N 3.31314 4.53090 0.75394
N -3.69486 1.06990 0.64694
C -0.04686 -4.61110 -3.86206
C -4.10486 1.98790 -0.18906
H 1.40014 3.69290 -5.02606
C 2.81614 1.86890 4.02394
H 3.57314 1.58490 3.23394
H -4.27386 0.30090 2.57494
C -0.89286 -5.21210 -2.74706
O 3.35414 4.33690 1.95094
C 3.91314 -1.57610 0.48694
H -6.49786 1.83190 2.33294
N 1.51814 -2.54210 2.95894
N 1.87914 1.16990 -3.01606
C -1.52586 0.82790 -3.22406
H 1.28014 1.28890 2.70194
C -3.33086 -5.32510 1.12394
C 2.41714 3.77190 -0.03206
H -2.73586 6.48190 -2.24306
C -2.63586 5.81190 -1.45306
H 0.17314 -2.34910 -1.37106
H -0.43986 1.51790 4.93394
H -4.19286 5.96390 0.27894

Forces on atoms 1 to 3 (eV/Å):
H 0.7 1.2 0.8
C 2.4 0.1 1.8
C -2.9 11.0 0.6



Formula: C34H46N7O2OsPSi2
Source: the OMol25 dataset
Level of theory: ωB97M-V/def2-TZVPD

Calculated values
multiplicity = 5
frontier orbital gap (spin up / spin down) = 0.2299 / 0.1934 Ha
LUMO (spin up / spin down) = -6.540 / -7.470 eV
calculated total energy = -2867.39422 Ha
total charge = +2

Element x y z (Å)
C -3.38737 -4.52611 -1.94806
Si 3.07963 0.85609 -0.85516
H -3.59257 3.02719 2.32734
C -2.12607 3.91939 3.58844
C -1.92597 1.68469 -1.01126
H 5.30263 1.90899 -0.57806
H -0.75357 -5.49481 -3.73086
H -2.44947 -6.66521 -0.74506
C 4.95013 -2.33221 -0.82816
H -2.01887 3.06349 4.23674
H 1.53273 -3.46891 0.80304
H 0.39173 -0.49111 4.59364
C 2.75263 1.00019 -2.73786
C -1.50977 -5.57301 -2.94736
H 5.50893 0.35959 -1.34366
C -3.89257 3.02479 -0.42186
H 3.26903 -2.11541 -3.36376
Os -0.02577 -0.68621 -1.07586
H 1.57343 -2.30281 -2.95576
H 3.20453 -3.47681 1.31764
N -0.86697 -5.66381 -1.65176
P -0.70257 -2.91401 -1.39836
C -1.68147 4.08109 -0.95576
C 2.16473 -0.61731 3.37184
H 5.25383 0.45829 0.38944
H -3.96957 -5.43631 -2.11146
H 0.25573 4.73569 -1.58146
C -1.68507 -3.17241 -2.99116
H -2.07967 5.07809 -0.84786
H -0.96287 7.11069 3.29734
N 0.40473 -0.61611 1.25944
H 0.99493 6.31349 4.46404
H 3.06273 2.21849 1.23864
C 1.72733 -0.68611 1.02204
H 1.42803 2.14599 0.61914
C -3.13497 5.05029 1.71894
H 3.69063 -0.75361 1.86454
N -0.61927 1.51789 -1.33726
H 2.69403 -4.61241 0.10084
N -4.43897 4.16249 0.00894
C -4.15307 0.67119 -0.89596
H -5.77197 1.99519 -0.50036
H 1.74313 0.68379 -3.01376
H 0.89093 5.68309 6.12524
C -2.75537 0.50229 -1.03246
C -1.35317 5.06449 3.87404
C -0.38627 3.89589 -1.37696
H 3.44513 0.35679 -3.26846
H 5.35913 -1.95691 0.10264
H 5.28913 -3.35941 -0.92926
C -2.42277 6.21809 2.04904
O -2.20007 -0.62231 -1.25026
C 2.58103 -2.64461 -2.71426
H 2.85363 -0.61811 4.20194
C -2.11727 -3.39461 -0.24076
O -0.50687 4.94439 4.89214
N -2.75787 -4.61121 -0.64226
H 2.66443 -3.69291 -2.97486
C 2.55493 -3.59581 0.45504
C -4.70487 1.89739 -0.62926
C 0.09093 -4.63291 -1.41316
C -2.49237 2.95359 -0.76106
H -0.28067 6.89919 5.56964
H 0.55403 -4.81561 -0.44456
C -1.86497 -5.75331 -0.60366
H -2.40307 -2.35281 -3.09056
H 2.92053 2.00189 -3.11936
C -1.52667 6.21659 3.08834
C 0.31433 6.03469 5.27234
H -0.99607 -3.14751 -3.84096
H -2.10197 -6.47571 -3.11066
H -2.54927 7.09489 1.43544
N -3.99977 5.08139 0.68244
C 2.47033 2.24359 0.32784
H -4.78537 -0.19711 -1.00816
C -0.05617 -0.55011 2.50134
C 2.01293 -0.72341 -0.42376
C 4.96063 0.87819 -0.56696
C -2.98627 3.89939 2.52814
Si 3.04613 -2.32131 -0.88516
H 2.61063 3.22629 -0.11166
H -1.71907 -3.50911 0.77334
H -2.85367 -2.58621 -0.24246
H -1.36847 -5.79381 0.36764
H -1.13057 -0.50251 2.61814
C 0.10423 2.60279 -1.54696
H 0.86263 -4.67011 -2.18306
H -4.05047 -3.66011 -1.98556
H 1.11073 2.46099 -1.89226
C 0.79183 -0.54411 3.59434
C 2.63763 -0.69071 2.07724
N -2.39147 -4.42031 -2.99876
H 5.39813 -1.77521 -1.64306

Forces on atoms 1 to 3 (eV/Å):
C 0.1 0.0 0.0
Si -0.1 0.2 -0.2
H 0.0 -0.1 0.0



Formula: C34H47BeN2OP3Si2
Source: the OMol25 dataset
Level of theory: ωB97M-V/def2-TZVPD

Calculated values
frontier orbital gap = 0.2668 Ha
LUMO = 0.308 eV
calculated total energy = -3126.63563 Ha

Element x y z (Å)
H 2.34441 -5.27031 1.38337
H -4.93463 1.50769 2.33151
C -2.39558 -2.50685 1.37374
H -3.91544 -2.97496 -1.86091
H 4.78564 2.32179 4.34218
C -1.55881 1.64805 2.72437
C -1.51512 2.47717 3.84072
H -2.34557 -3.09276 -2.66032
N -1.36481 -0.81542 -0.65609
H -2.85230 0.68003 1.31438
H -0.56132 4.56279 2.01369
H -5.52441 -4.26640 2.82017
H -4.57704 -2.28473 3.96178
H -2.63776 3.60147 5.28071
H -4.43044 -5.15953 0.78934
C -4.11706 -2.66340 3.05752
H -3.67256 -2.23387 -3.44464
C -4.64551 -3.77733 2.41914
C -2.23855 3.59145 -0.47341
P 2.69542 -0.31549 -1.65593
H 2.87161 -2.28716 -0.36845
H 4.47450 -1.52118 -0.59010
H -2.42827 -4.04910 -0.12449
Be -0.03151 0.18554 -0.48039
C 0.10618 -3.04307 0.13080
C 1.89749 -5.02572 -0.70359
H 2.87051 1.60752 5.73352
C 0.03707 -0.74094 1.70649
C 1.37090 1.50079 2.69095
H 0.37763 2.73814 -2.38473
H 0.22673 4.48857 -2.17470
H 0.22757 5.47967 0.72609
C 2.75865 1.69045 4.65981
C 1.75875 -4.73012 0.64974
H -1.72764 1.24933 -2.68417
C 0.87583 -3.74290 1.06104
C 2.46575 1.87480 1.91720
C 0.14358 4.48800 1.18069
C 3.68972 2.16710 2.50041
C 0.25396 -3.34385 -1.21826
C -4.03454 -4.27646 1.27526
C 1.53889 1.38798 4.06767
H 3.92900 -0.95882 -3.62324
C -2.21370 0.35866 -3.09470
H -2.55100 -1.18973 3.05316
H -3.05885 0.68690 -3.70560
H -4.83241 2.98353 4.32829
C 3.41634 -1.33991 -0.39351
H -0.32354 -2.78539 -1.94412
H 1.24306 -4.55832 -2.69303
Si -2.71990 -0.79451 -1.70605
H 3.06613 1.91616 -2.37466
H -4.50665 -0.73118 0.00578
C 2.92358 -1.12084 -3.23532
C 3.58274 1.23234 -1.70019
C -2.98944 -2.03874 2.54131
H 3.28976 -0.84299 0.57095
C -3.97920 1.78075 2.76327
O 1.23317 -0.12223 -1.37951
H 2.59160 -5.79236 -1.02501
P -0.13511 0.92424 1.81749
H 2.32973 1.94653 0.84419
H 2.18979 -0.71935 -3.93455
C -2.69013 2.95281 4.41522
C -2.80777 1.31172 2.19488
H 2.74615 -2.18959 -3.10981
H -2.63771 2.80055 -1.11526
C -4.25420 -0.13337 -0.87643
N -0.16245 1.62289 0.32893
H 1.11937 4.21670 1.58842
C 0.53200 3.56206 -1.67999
P -0.94288 -1.63305 0.69925
H -2.83712 3.61355 0.44126
C -2.91016 -3.64753 0.75952
H 0.72665 1.02404 4.68389
H -0.56679 2.78644 4.25669
H -1.49720 -0.14072 -3.75491
H -2.37205 4.54643 -0.99008
H -5.10656 -0.16971 -1.56161
H 4.53191 2.46227 1.88467
Si -0.43970 3.26686 -0.10181
C -3.92121 2.60514 3.88197
C 1.14379 -4.33025 -1.63780
H 1.60205 3.63778 -1.46284
H 0.79402 -3.48200 2.10984
C -3.19652 -2.43315 -2.47935
H -4.12010 0.90483 -0.56037
H 3.58318 1.66438 -0.69978
H 4.61040 1.08669 -2.03432
C 3.83575 2.08568 3.87945

Forces on atoms 1 to 3 (eV/Å):
H 0.0 0.0 0.0
H 0.0 0.0 0.0
C 0.1 0.0 0.2



The highest calculated total energy belongs to which entry?
C34H46N7O2OsPSi2



Which of these has the lowest calculated total energy?
C34H46CaN3O7P2S



What is the calculated total energy in the fourth record?
-3126.63563 Ha



Which of these has the lowest calculated total energy?
C34H46CaN3O7P2S